C4H2S | ωB97M-V/def2-TZVPD

XYZ file:
```
7
Properties=species:S:1:pos:R:3:forces:R:3:lowdin_charge:R:1
S 0.889289 -0.902342 -1.262075 -1.325 1.028 1.854 0.9087
C 0.557033 0.636312 -0.400198 -5.319 -4.481 2.764 -0.3030
C -0.792899 -0.920313 0.389588 0.991 -2.591 -1.720 -0.2048
C -0.303977 -1.797785 -0.424359 -0.660 1.439 0.757 -0.4064
C -0.667887 0.373007 0.680744 5.015 2.467 -3.423 -0.0604
H -0.834500 1.162244 1.401931 -0.526 -0.571 -0.050 0.0847
H 1.152943 1.448878 -0.385630 1.823 2.709 -0.182 -0.0188
```
Positions in Å, forces in eV/Å.

As for the spin multiplicity: 1. The highest occupied orbital energy comes out at -0.3211 hartree. The value obtained for the largest force on an atom is 7.484 eV/A. The charge is 0. The value obtained for the total energy is -15009.3749 eV. The HOMO-LUMO gap is 0.280 Eh.

C4H30BO23 | ωB97M-V/def2-TZVPD

XYZ file:
```
58
Properties=species:S:1:pos:R:3:forces:R:3:lowdin_charge:R:1
O -1.850705 -4.051689 -0.880156 0.196 -0.136 0.157 -0.0465
O 1.288582 -0.585741 3.236147 -0.138 -0.024 -0.026 0.1601
O 1.632087 -0.199935 -0.182626 -0.060 -0.220 0.443 0.2430
O 3.511645 2.394730 -1.081870 0.047 0.088 -0.055 -0.0485
O -5.475862 1.036276 -2.313395 -0.011 0.186 -0.013 -0.0612
O 4.394283 -1.451119 -1.322711 0.017 -0.034 0.044 -0.0531
O -4.294857 0.803706 0.510033 -0.081 0.055 -0.255 -0.0458
O -0.005252 -0.804601 1.415309 0.090 0.133 -0.169 0.2017
O 5.915793 0.852438 2.456198 0.110 0.047 -0.105 -0.0551
O -0.396015 2.567130 -4.322225 0.056 -0.022 0.144 -0.0707
O 0.801239 -3.948778 0.926337 0.162 0.138 0.064 -0.0411
O -0.546215 0.837161 -0.267095 -0.160 -0.104 -0.017 0.2403
O -1.094240 4.542480 -1.584463 0.079 0.211 0.003 -0.0495
O 3.325398 0.131206 1.280202 0.327 0.056 -0.206 0.1493
O 3.519981 2.839738 2.980306 -0.091 0.084 -0.115 -0.0676
O -1.739847 -1.256278 -2.732055 0.011 -0.186 -0.142 0.1772
O -2.077844 1.105361 2.807861 -0.067 -0.129 -0.118 -0.0381
O 3.653600 -1.769284 4.555510 0.028 -0.004 -0.072 -0.0673
O -0.395864 -1.403772 -0.927263 0.170 -0.221 -0.238 0.2184
O -0.545489 -2.833978 4.349588 -0.165 0.015 0.110 -0.0523
O -3.344951 2.498225 -4.123798 -0.125 0.264 0.019 -0.0568
O -2.046253 1.515051 -1.802104 -0.491 0.422 0.161 0.1455
O -2.956176 -3.460501 -4.138471 0.157 -0.057 -0.106 -0.0714
C -1.206858 -0.777154 -1.783324 -0.174 0.403 0.175 -0.3292
C -1.353606 0.690136 -1.296726 0.653 -0.482 -0.167 -0.3710
C 2.188708 -0.127164 1.015954 -0.436 -0.212 -0.203 -0.3565
C 1.119650 -0.512240 2.054174 0.176 -0.222 0.285 -0.3580
B 0.180767 -0.438818 -0.009380 -0.132 0.699 0.137 -0.8687
H 3.845576 -0.900973 -0.750756 0.072 0.053 -0.038 -0.0072
H 4.244192 1.987005 -0.607779 -0.053 -0.063 0.045 0.0277
H -1.325582 2.450445 -4.076991 0.010 -0.006 -0.290 -0.0192
H 6.720797 0.534157 2.872886 -0.030 -0.035 0.035 0.0372
H -0.062115 3.167426 -3.647919 -0.032 0.017 0.032 0.0137
H -4.389246 1.739915 0.712432 0.047 -0.007 0.133 0.0513
H -1.837970 -4.540186 -1.709249 -0.179 0.082 -0.095 0.0373
H -1.780530 4.113744 -1.064423 0.036 -0.205 -0.083 0.0266
H 3.778446 -1.793376 -1.976569 -0.018 0.036 -0.023 0.0345
H -3.384295 0.608297 0.762492 -0.021 0.072 0.217 0.0181
H -3.792388 -2.999697 -4.244624 -0.016 0.015 0.042 0.0307
H 3.335710 3.207902 -0.599176 0.006 -0.030 0.072 0.0322
H -0.347015 4.617803 -0.983272 0.002 -0.055 0.017 0.0371
H -0.052083 -3.509689 0.861809 -0.101 -0.090 0.005 0.0067
H -2.469365 0.850912 3.648675 -0.004 0.010 0.016 0.0460
H -4.870875 1.164487 -1.568727 0.035 -0.242 0.040 -0.0032
H 2.977443 -1.440516 3.944378 0.098 0.051 0.126 -0.0044
H -1.260050 -3.305439 -1.032708 -0.062 0.126 -0.123 -0.0045
H -1.340152 -3.354645 4.202859 0.029 -0.029 -0.079 0.0318
H -3.332616 2.370065 -3.167708 0.052 -0.192 -0.094 0.0003
H 3.815317 2.024116 2.555751 0.046 -0.067 0.082 -0.0140
H -4.207007 2.169158 -4.393278 0.014 -0.111 0.052 0.0357
H 3.236688 -1.686476 5.417022 -0.042 -0.018 0.002 0.0277
H 5.545385 0.084623 2.005129 -0.159 0.035 0.073 0.0250
H 0.853435 -4.469648 0.120046 -0.053 -0.030 -0.010 0.0357
H -6.069600 0.345502 -2.007969 0.027 -0.037 0.023 0.0348
H -0.449466 -2.285553 3.563738 0.152 0.027 0.031 -0.0015
H 4.206046 3.021420 3.627472 0.047 -0.069 -0.012 0.0262
H -1.454357 0.395003 2.608903 0.097 0.057 -0.040 0.0137
H -2.336022 -2.758369 -3.892404 -0.145 -0.047 0.105 -0.0028
```
Positions in Å, forces in eV/Å.

As for the spin multiplicity: 1. The highest occupied orbital energy comes out at -0.2978 hartree. The value obtained for the largest force on an atom is 0.829 eV/A. The charge is -1. The value obtained for the total energy is -52413.6501 eV. The HOMO-LUMO gap is 0.377 Eh.

C4H30N2O11S | ωB97M-V/def2-TZVPD

XYZ file:
```
48
Properties=species:S:1:pos:R:3:forces:R:3:lowdin_charge:R:1
S 1.802584 -3.314381 -0.858539 -0.023 0.107 0.257 0.8465
O 3.444595 0.795876 0.168831 -0.351 -0.263 0.639 -0.0456
O 1.969550 1.866693 -1.837568 1.089 0.539 1.141 -0.0318
O 0.511442 -1.534858 3.665559 0.199 -1.180 -0.969 -0.0507
O -0.582904 1.558352 -2.629740 -1.371 -1.214 -0.056 -0.0914
O -3.903168 -1.472732 0.078613 1.165 0.506 2.625 -0.0915
O 3.862908 -0.424112 -2.174771 -0.051 -1.193 -1.632 -0.0561
O -1.374760 -0.998418 1.844051 -1.338 0.512 -0.812 -0.0208
O -3.184941 1.082764 0.516386 0.448 -0.763 0.827 -0.0567
O -1.908349 3.231729 -0.398961 1.492 -0.398 -1.071 -0.0829
O -2.416650 -0.181416 -1.714834 0.408 -1.373 -0.383 -0.0834
O -0.297388 -2.975640 1.544059 -0.556 -1.312 0.274 -0.0431
N 0.356788 0.329706 0.152628 -1.359 -1.864 2.767 0.1861
N 0.620327 2.586984 0.838595 -1.530 -1.576 0.418 0.0542
C -0.725714 -1.794336 0.914284 -0.887 -0.404 0.962 -0.3959
C 0.575937 -1.119375 0.378065 0.476 1.046 -0.589 -0.2674
C 0.946412 -1.739970 -0.972947 1.328 1.249 -1.751 -0.5120
C 0.404363 1.208033 1.340351 1.686 1.054 -0.124 -0.1684
H 2.531267 0.959513 -0.114695 0.409 0.198 -0.233 -0.0121
H 1.045889 1.748822 -2.024395 -1.033 -0.419 -1.068 -0.0272
H 1.662086 -1.001943 -1.520726 -0.830 -1.472 0.979 0.0897
H 0.969976 -3.905594 0.033232 0.211 0.173 -0.379 -0.1136
H -1.291868 0.855580 -2.404282 0.876 0.856 -0.307 0.0390
H -1.052218 -3.521877 1.917524 0.912 1.088 -0.886 0.1818
H -0.447681 0.507927 -0.446576 0.131 0.246 -0.766 0.1204
H 1.421047 -1.250766 1.093953 -0.739 0.177 -0.376 0.1561
H 0.102471 -1.784995 -1.666183 -0.291 -0.093 0.415 0.0864
H 1.058773 2.578343 -0.050081 0.884 0.120 -0.784 0.0417
H 1.109834 3.150333 1.479284 0.662 0.747 0.851 0.0926
H 0.515859 -2.376819 3.103913 0.079 1.426 1.068 0.0757
H 3.832425 -0.138349 -1.278747 0.255 0.446 1.661 -0.0430
H -2.733191 0.279224 -0.920694 -0.488 0.244 0.350 -0.0133
H -4.418343 -0.641978 0.110361 0.086 -0.525 -0.190 0.0579
H 4.176853 -1.345666 -2.141246 -0.090 0.593 -0.214 0.0659
H -0.579625 1.521087 -3.600828 0.169 0.297 0.289 0.0912
H -1.577427 3.004266 -1.321592 -0.662 0.447 1.372 0.0673
H -1.477148 -2.024654 0.121219 0.824 0.416 0.253 0.1595
H -0.890052 -0.943147 2.678702 0.673 -0.287 0.521 0.0754
H -0.571790 1.220191 1.919978 0.913 -0.584 -0.782 0.1563
H -2.827135 1.952213 0.299766 0.082 1.075 -0.400 0.0075
H 1.254900 0.827341 2.016693 -1.301 0.528 -0.927 0.1543
H 3.877419 1.626031 -0.043957 0.242 0.234 0.029 0.0787
H -1.062484 3.276147 0.124219 -0.770 0.076 -0.420 0.0302
H 1.406560 -1.184138 3.581284 -0.002 -0.065 0.319 0.0619
H -2.789603 -1.099451 -1.598797 0.374 1.390 -0.208 0.0827
H -2.536472 0.727699 1.154290 -0.608 0.003 -0.159 0.0352
H -3.328262 -1.330030 0.926487 -1.620 -0.594 -2.128 0.0729
H 2.516929 1.209786 -2.282146 -0.173 -0.215 -0.401 0.0397
```
Positions in Å, forces in eV/Å.

As for the spin multiplicity: 2. The expectation value of S² is 0.756. The highest occupied orbital energy (alpha / beta) comes out at -0.4853 / -0.4703 hartree. The value obtained for the largest force on an atom is 3.603 eV/A. The charge is +1. The value obtained for the total energy is -40965.0922 eV. The HOMO-LUMO gap (alpha / beta) is 0.387 / 0.166 Eh.

C4H30NO11 | ωB97M-V/def2-TZVPD

XYZ file:
```
46
Properties=species:S:1:pos:R:3:forces:R:3:lowdin_charge:R:1
O -3.398742 1.392023 -2.397471 0.180 0.059 -1.156 -0.0781
O 0.534146 -4.062352 -1.188025 0.436 0.363 1.336 -0.1081
O -2.214386 1.364918 1.808166 0.523 0.648 0.974 -0.0498
O -0.035367 -2.414439 -3.292164 -0.109 -0.401 -0.700 -0.0568
O -2.782969 -2.259484 -3.411876 1.509 -0.172 0.856 -0.1308
O 2.383170 0.393901 2.566477 -0.068 0.309 -1.353 -0.0555
O -3.366738 -0.117401 -0.012756 -0.702 0.006 -0.844 -0.0570
O -1.467794 -2.052106 0.801659 1.249 0.184 1.038 -0.0576
O 1.757351 -3.431759 0.861565 0.227 2.614 0.446 -0.0417
O 0.560973 2.484322 3.187072 -0.466 0.229 0.150 -0.0536
O 0.966842 -1.080907 1.014884 0.858 1.119 -0.833 -0.0856
N 0.762641 3.895450 0.485873 -1.086 -1.058 -1.754 0.0122
C 1.250590 -0.497009 -0.182073 -0.171 -1.431 -1.330 -0.2084
C 1.811131 1.943600 -0.934725 0.765 -0.473 -0.744 -0.1768
C 0.944140 1.025063 -0.102908 -0.848 0.722 0.353 -0.1430
C 1.924796 3.289904 -0.182352 2.102 0.576 0.535 -0.2778
H -1.831138 -2.599544 -3.569260 -1.920 1.148 0.522 0.0292
H -3.383646 0.819732 -3.181446 -0.066 0.393 0.095 0.0334
H 0.967915 1.280774 0.966839 -0.267 0.110 -0.602 0.0885
H 0.784512 1.560684 3.301360 0.130 -0.348 -0.036 0.0104
H -1.436226 -2.246593 1.760333 -0.748 -0.096 -0.574 0.0739
H 2.853030 1.555052 -1.032137 -0.577 0.245 0.185 0.1221
H 1.953533 -0.246498 1.927914 0.654 0.480 1.621 0.0066
H 0.237499 -1.619523 -2.847083 0.072 0.341 0.134 0.0155
H 2.280416 -0.474591 -0.557496 0.446 -0.587 0.864 0.1557
H -2.607439 -0.612903 0.277881 0.533 -0.720 0.224 -0.0212
H -0.065674 3.606059 -0.079492 0.615 1.015 0.036 0.0897
H 2.317763 0.078686 3.454872 0.056 -0.725 0.691 0.0413
H -1.817726 1.604819 2.665113 -0.097 -0.298 -0.286 0.0532
H -2.416803 2.240128 1.463288 -0.090 0.086 -0.353 0.0619
H -0.563942 -1.642871 0.762571 -1.163 -0.410 -0.387 -0.0020
H 1.428131 1.908903 -1.996142 0.199 0.682 1.054 0.1365
H -2.759442 -1.857237 -2.502943 0.053 -0.719 -1.333 0.0282
H 2.531956 4.036505 -0.743934 -1.107 -0.273 -0.371 0.1139
H 1.439128 -2.406768 1.081478 0.769 -3.562 0.162 0.0740
H -3.505242 0.479625 0.718157 -0.175 0.245 0.249 0.0115
H -0.046558 1.064705 -0.537458 -0.606 0.230 0.663 0.1262
H 1.417405 -4.140253 1.410994 -0.204 0.388 0.816 0.0781
H 0.076848 -3.132949 -2.648510 0.455 0.020 0.378 0.0035
H 0.914292 -3.779829 -0.250997 -0.223 -0.395 -2.423 -0.0143
H -0.313895 -4.414722 -0.941394 -0.797 -0.347 -0.136 0.0327
H 2.717868 3.118087 0.587639 -0.806 -0.270 0.014 0.1156
H 0.632263 -0.990470 -0.940886 -0.057 0.329 -0.071 0.1194
H -3.335116 0.753301 -1.693082 -0.087 -0.416 1.064 -0.0442
H 0.522624 3.351619 1.295605 0.266 -0.070 0.675 -0.0023
H 1.377883 2.832347 2.826869 0.345 0.229 0.150 0.0313
```
Positions in Å, forces in eV/Å.

As for the spin multiplicity: 2. The expectation value of S² is 0.755. The highest occupied orbital energy (alpha / beta) comes out at -0.3775 / -0.3775 hartree. The value obtained for the largest force on an atom is 3.648 eV/A. The charge is 0. The value obtained for the total energy is -28643.6081 eV. The HOMO-LUMO gap (alpha / beta) is 0.363 / 0.184 Eh.